[1]
C31H75N5O5P | wB97M-V/def2-TZVPD

## Properties
Charge: +1

Geometry (Å):
P (7.127, -0.895, 1.270)
O (7.497, -8.304, 1.614)
O (5.815, -2.325, -2.437)
O (-4.284, 1.145, -0.758)
O (-6.313, 8.110, -2.881)
O (-10.151, 5.647, -1.052)
N (7.742, -5.591, 0.566)
N (5.908, -3.093, 0.116)
N (-6.668, 7.030, -0.182)
N (-7.951, 3.821, -0.883)
N (5.277, -0.208, -1.405)
C (7.808, 0.651, 0.569)
C (-10.246, 4.492, -0.238)
C (3.393, -3.066, 0.215)
C (-5.751, 6.422, -1.147)
C (8.118, 1.632, 1.720)
C (-4.314, 6.775, -0.778)
C (2.137, -3.800, -0.267)
C (1.076, -3.903, 0.827)
C (-2.979, -0.237, 1.242)
C (5.434, -0.385, 1.841)
C (6.231, -1.255, -1.582)
C (4.595, -2.903, -2.044)
C (-0.270, -4.383, 0.284)
C (-9.321, 3.346, -0.662)
C (5.115, -0.897, 3.250)
C (-2.839, 1.293, 1.172)
C (-1.071, -3.249, -0.367)
C (-1.988, -2.494, 0.612)
C (6.751, -1.886, -0.289)
C (4.613, -3.455, -0.602)
C (-3.893, 1.988, 0.308)
C (6.771, -5.951, 1.605)
C (-9.784, 2.575, -1.892)
C (-6.122, 6.738, -2.600)
C (-5.030, 1.843, -1.739)
C (6.392, -7.435, 1.597)
C (-10.934, 5.639, -2.230)
C (7.265, -5.430, 2.950)
C (-5.141, 8.846, -3.161)
C (8.017, -8.628, 2.895)
C (-1.843, -0.975, 0.545)
H (-5.632, 1.115, -2.281)
H (4.040, -0.909, 3.432)
H (-1.800, -0.653, -0.501)
H (-6.709, 8.030, -0.357)
H (5.393, 0.705, 1.809)
H (-11.896, 5.145, -2.059)
H (-3.023, -0.560, 2.286)
H (8.728, 0.388, 0.042)
H (-5.713, 2.566, -1.285)
H (-10.853, 2.359, -1.850)
H (-9.585, 3.136, -2.806)
H (4.912, 0.127, -2.287)
H (-11.288, 4.153, -0.176)
H (-1.777, -2.828, 1.633)
H (-4.424, 8.245, -3.732)
H (-7.085, 6.267, -2.818)
H (-8.010, 4.593, -1.542)
H (-5.377, 6.313, -3.288)
H (-4.647, 9.206, -2.255)
H (-0.890, -0.685, 1.006)
H (-5.859, 5.336, -1.046)
H (8.295, -5.739, 3.132)
H (1.442, -4.569, 1.615)
H (4.406, -3.715, -2.742)
H (4.661, -0.723, 1.150)
H (-3.032, -2.752, 0.421)
H (-4.362, 2.353, -2.442)
H (3.221, -1.988, 0.144)
H (8.522, -9.586, 2.799)
H (-2.906, 1.710, 2.179)
H (7.100, -0.840, -2.092)
H (8.735, -7.887, 3.251)
H (6.524, -3.910, 0.028)
H (-9.297, 2.650, 0.183)
H (1.712, -3.278, -1.129)
H (-4.772, 2.261, 0.906)
H (-4.203, 7.846, -0.609)
H (3.560, -3.299, 1.275)
H (5.698, -3.033, 1.115)
H (6.647, -5.797, 3.769)
H (-10.430, 5.139, -3.062)
H (-0.848, -4.805, 1.110)
H (2.402, -4.807, -0.605)
H (-0.370, -2.526, -0.804)
H (-9.244, 1.631, -1.966)
H (5.837, -5.418, 1.368)
H (-4.034, 6.270, 0.146)
H (-1.651, -3.638, -1.205)
H (0.937, -2.916, 1.285)
H (9.188, 1.693, 1.909)
H (-9.941, 4.823, 0.757)
H (5.705, -7.657, 2.424)
H (7.719, -2.326, -0.534)
H (7.122, 1.084, -0.156)
H (7.760, 2.631, 1.480)
H (-7.615, 6.696, -0.344)
H (4.644, -4.546, -0.651)
H (4.518, -0.406, -0.771)
H (7.374, -5.866, -0.344)
H (5.868, -7.648, 0.661)
H (7.648, 1.341, 2.663)
H (5.579, -0.271, 4.012)
H (-0.112, -5.201, -0.425)
H (-7.605, 4.239, -0.022)
H (7.255, -4.338, 2.970)
H (3.774, -2.185, -2.142)
H (-3.617, 6.476, -1.563)
H (-1.845, 1.557, 0.800)
H (8.578, -6.158, 0.674)
H (7.212, -8.723, 3.631)
H (-5.435, 9.706, -3.761)
H (-3.919, -0.539, 0.779)
H (5.499, -1.908, 3.414)
H (-3.483, 2.921, -0.100)
H (-11.114, 6.677, -2.504)

=====

[2]
C31H77BBrN8O9 | wB97M-V/def2-TZVPD

## Properties
Charge: +1

Geometry (Å):
Br (-0.338, -1.936, -3.441)
O (5.138, 0.992, 0.900)
O (-6.834, 2.835, -1.270)
O (1.654, -1.320, -0.868)
O (-2.622, -6.232, -8.233)
O (4.021, -1.917, 2.395)
O (3.644, -2.463, 6.876)
O (-0.451, 8.194, 4.668)
O (-3.636, 0.405, -3.373)
O (0.824, 4.214, 2.901)
N (2.029, 0.900, 1.084)
N (-3.552, -4.162, -7.256)
N (4.657, -4.055, 4.579)
N (-1.290, -5.253, -6.381)
N (-1.076, -2.892, -6.122)
N (-4.439, 1.264, -0.477)
N (-1.431, 5.231, 4.551)
N (0.507, -4.605, -5.084)
C (4.256, 2.077, 0.659)
C (-1.714, 7.750, 4.198)
C (1.595, 3.673, 3.962)
C (0.664, 7.662, 3.972)
C (-4.566, 2.720, -0.439)
C (1.475, 1.019, -0.262)
C (2.370, -3.078, 6.973)
C (3.454, -1.230, 3.504)
C (0.090, -2.170, -6.741)
C (2.943, 1.987, 1.439)
C (-2.965, -4.036, -3.625)
C (5.292, -2.500, 2.651)
C (4.925, -0.138, 0.071)
C (-0.653, -4.226, -5.857)
C (-7.803, 1.837, -0.995)
C (-0.507, 3.704, 2.861)
C (0.733, -0.250, -0.660)
C (-3.146, 0.803, -0.978)
C (-1.505, 4.817, 3.152)
C (4.721, -3.395, 6.947)
C (-4.844, 1.074, -3.712)
C (-2.191, 6.446, 4.845)
C (1.700, -3.798, -5.456)
C (1.390, -3.044, -6.799)
C (-1.620, -2.179, -4.961)
C (-6.003, 3.132, -0.149)
C (-2.810, 1.099, -2.443)
C (5.471, -3.430, 5.622)
C (-3.002, -2.681, -4.431)
C (1.509, -2.371, 0.076)
C (5.216, -3.914, 3.236)
B (-2.494, -5.179, -7.278)
H (0.235, -0.073, -1.616)
H (4.243, -0.840, 0.554)
H (3.736, -3.635, 4.588)
H (2.410, 2.939, 1.358)
H (4.551, 0.138, -0.921)
H (-1.734, 7.710, 3.103)
H (5.883, -0.648, -0.057)
H (1.616, 2.581, 3.906)
H (-0.644, 2.860, 3.542)
H (6.215, -4.362, 3.218)
H (-2.786, 2.171, -2.662)
H (-3.588, -3.605, -8.105)
H (-1.908, -4.343, -3.428)
H (1.023, 6.752, 4.458)
H (-8.424, 2.122, -0.142)
H (0.783, 1.866, -0.291)
H (2.544, -4.501, -5.668)
H (-0.462, 5.394, 4.793)
H (-3.241, 6.279, 4.583)
H (2.821, -0.428, 3.119)
H (0.321, -1.215, -6.218)
H (-0.037, -0.506, 0.074)
H (5.403, -3.034, 7.722)
H (-6.033, 4.216, -0.010)
H (-1.280, 5.653, 2.478)
H (-8.445, 1.741, -1.871)
H (-7.330, 0.869, -0.804)
H (4.590, -4.517, 2.572)
H (-0.938, -6.192, -6.179)
H (-3.383, -4.833, -4.304)
H (-3.130, -0.284, -0.845)
H (0.292, -4.574, -4.087)
H (-0.677, 3.341, 1.842)
H (-6.372, 2.669, 0.770)
H (-5.166, 0.887, -1.073)
H (4.098, 2.227, -0.415)
H (2.172, -3.716, 6.106)
H (0.485, -2.759, 0.072)
H (1.777, -2.038, 1.081)
H (4.215, -0.782, 4.148)
H (-2.156, 6.580, 5.930)
H (-4.277, 3.169, -1.397)
H (2.034, -3.106, -4.639)
H (-1.795, 0.732, -2.620)
H (-5.656, 0.758, -3.055)
H (5.781, -2.581, 1.675)
H (4.384, -4.393, 7.239)
H (2.615, 4.043, 3.862)
H (2.266, 1.191, -1.002)
H (-2.353, 1.209, -0.340)
H (3.191, 1.855, 2.495)
H (-2.517, 4.461, 2.935)
H (1.617, -2.290, 7.002)
H (-4.465, -4.581, -7.071)
H (-1.709, -6.536, -8.373)
H (-3.338, -1.894, -3.703)
H (-3.798, -2.681, -5.217)
H (2.251, -2.376, -7.038)
H (-3.610, -4.045, -2.722)
H (5.731, -2.399, 5.357)
H (2.813, -1.898, 4.084)
H (6.396, -4.000, 5.744)
H (1.355, -3.799, -7.632)
H (-1.808, -1.132, -5.315)
H (-3.911, 3.118, 0.341)
H (0.441, 7.466, 2.919)
H (-4.738, 2.161, -3.685)
H (1.470, 8.397, 4.018)
H (2.530, 0.022, 1.157)
H (-2.426, 8.530, 4.484)
H (-0.205, -1.965, -7.805)
H (2.290, -3.665, 7.893)
H (4.783, 2.968, 1.012)
H (1.204, 3.989, 4.934)
H (-5.115, 0.783, -4.729)
H (5.919, -1.828, 3.246)
H (2.184, -3.177, -0.211)

=====

For the records above, the corresponding highest occupied orbital energy values read -10.15; -9.78 eV.
For the records above, the corresponding Kohn-Sham gap values read 7.98; 5.31 eV.
For the records above, the corresponding largest force on an atom values read 0.014; 0.064 Eh/bohr.